Below is an isolated molecule of C5H9Br2N, with properties calculated with ωB97M-V with the def2-TZVPD basis set.

Last columns: bonded neighbours and bond lengths (Å).
Element x y z (Å)
1 C -0.469 2.599 -1.022  N6 1.260, Br7 1.941, H9 1.055
2 C 0.806 -2.445 -0.058  C3 1.461, H10 1.018, H11 1.010, H12 1.079
3 C 0.763 -0.987 -0.121  C2 1.461, C4 1.573, H13 1.126, H14 1.049
4 C -0.541 -0.316 0.448  C3 1.573, C5 1.416, H15 1.139, H16 1.207
5 C -0.444 1.052 0.804  C4 1.416, N6 1.391, Br8 2.153, H17 1.114
6 N 0.106 1.817 -0.219  C1 1.260, C5 1.391
7 Br 0.607 3.478 -2.377  C1 1.941
8 Br -2.327 1.938 1.355  C5 2.153
9 H -1.506 2.789 -0.989  C1 1.055
10 H -0.016 -2.924 -0.421  C2 1.018
11 H 1.598 -2.906 -0.483  C2 1.010
12 H 0.804 -2.627 1.005  C2 1.079
13 H 1.614 -0.553 0.476  C3 1.126
14 H 0.867 -0.633 -1.103  C3 1.049
15 H -1.325 -0.486 -0.361  C4 1.139
16 H -0.767 -1.030 1.395  C4 1.207
17 H 0.230 1.233 1.672  C5 1.114

Computed properties:
Kohn-Sham gap (eV): 10.34
Highest occupied orbital energy (eV): -10.05
Electronic energy (a.u.): -5398.642322
SMILES: CCC[C@H](Br)/N=C/Br
Charge: 0
Molar mass (g/mol): 242.94

=====

Below is a cluster of 11 separate species, C42H94Br12O15 in total, with properties calculated with ωB97M-V with the def2-TZVPD basis set.

Last columns: bonded neighbours and bond lengths (Å).
Element x y z (Å)
1 C -23.457 1.444 -9.517  O2 1.407, H10 1.109, H11 1.098, H12 1.108
2 O -24.061 1.676 -8.267  C1 1.407, C3 1.429
3 C -23.218 2.435 -7.398  O2 1.429, C4 1.527, H13 1.090, H14 1.139
4 C -23.681 2.410 -5.943  C3 1.527, O5 1.443, H15 1.103, H16 1.095
5 O -24.832 3.280 -5.985  C4 1.443, C6 1.403
6 C -25.577 3.186 -4.800  O5 1.403, C7 1.538, H17 1.079, H18 1.139
7 C -24.894 3.783 -3.558  C6 1.538, O8 1.415, H19 1.111, H20 1.118
8 O -23.941 2.933 -2.949  C7 1.415, C9 1.463
9 C -23.349 3.459 -1.718  O8 1.463, H21 1.120, H22 1.106, H23 1.104
10 H -24.067 0.739 -10.119  C1 1.109
11 H -22.465 0.998 -9.368  C1 1.098
12 H -23.266 2.284 -10.214  C1 1.108
13 H -23.005 3.452 -7.729  C3 1.090
14 H -22.216 1.920 -7.238  C3 1.139
15 H -22.946 2.898 -5.281  C4 1.103
16 H -23.946 1.469 -5.447  C4 1.095
17 H -25.931 2.187 -4.592  C6 1.079
18 H -26.448 3.863 -5.083  C6 1.139
19 H -25.629 4.033 -2.763  C7 1.111
20 H -24.486 4.794 -3.805  C7 1.118
21 H -22.395 2.917 -1.498  C9 1.120
22 H -24.035 3.546 -0.855  C9 1.106
23 H -23.037 4.503 -1.897  C9 1.104
24 C -27.687 7.094 -8.377  O25 1.386, H33 1.050, H34 1.111, H35 1.054
25 O -27.486 8.384 -8.840  C24 1.386, C26 1.459
26 C -27.501 8.575 -10.286  O25 1.459, C27 1.540, H36 1.122, H37 1.078
27 C -27.117 10.054 -10.474  C26 1.540, O28 1.417, H38 1.125, H39 1.057
28 O -27.299 10.493 -11.808  C27 1.417, C29 1.390
29 C -26.289 10.232 -12.727  O28 1.390, C30 1.552, H40 1.146, H41 1.103
30 C -26.698 10.803 -14.111  C29 1.552, O31 1.388, H42 1.090, H43 1.155
31 O -27.345 9.895 -14.938  C30 1.388, C32 1.401
32 C -28.453 9.173 -14.476  O31 1.401, H44 1.126, H45 1.104, H46 1.087
33 H -27.491 7.101 -7.346  C24 1.050
34 H -27.098 6.294 -8.875  C24 1.111
35 H -28.703 6.865 -8.542  C24 1.054
36 H -28.481 8.332 -10.774  C26 1.122
37 H -26.714 7.944 -10.666  C26 1.078
38 H -26.125 10.332 -10.022  C27 1.125
39 H -27.848 10.540 -9.884  C27 1.057
40 H -25.986 9.127 -12.725  C29 1.146
41 H -25.403 10.806 -12.409  C29 1.103
42 H -25.810 11.088 -14.676  C30 1.090
43 H -27.267 11.802 -14.002  C30 1.155
44 H -29.308 9.893 -14.348  C32 1.126
45 H -28.189 8.698 -13.515  C32 1.104
46 H -28.821 8.534 -15.275  C32 1.087
47 C -19.576 4.956 -5.793  O48 1.422, H56 1.068, H57 1.092, H58 1.089
48 O -20.322 4.591 -6.947  C47 1.422, C49 1.444
49 C -19.499 4.299 -8.097  O48 1.444, C50 1.486, H59 1.152, H60 1.128
50 C -20.430 4.290 -9.255  C49 1.486, O51 1.414, H61 1.120, H62 1.099
51 O -20.585 5.604 -9.753  C50 1.414, C52 1.399
52 C -21.875 5.934 -10.182  O51 1.399, C53 1.532, H63 1.054, H64 1.143
53 C -22.246 5.478 -11.597  C52 1.532, O54 1.377, H65 1.116, H66 1.102
54 O -22.245 4.104 -11.694  C53 1.377, C55 1.424
55 C -22.751 3.665 -12.951  O54 1.424, H67 1.075, H68 1.063, H69 1.126
56 H -20.312 5.398 -5.156  C47 1.068
57 H -18.791 5.694 -5.973  C47 1.092
58 H -19.086 4.107 -5.318  C47 1.089
59 H -18.998 3.270 -7.967  C49 1.152
60 H -18.681 5.064 -8.235  C49 1.128
61 H -21.456 3.926 -8.990  C50 1.120
62 H -20.110 3.531 -9.981  C50 1.099
63 H -22.020 6.973 -10.081  C52 1.054
64 H -22.625 5.387 -9.516  C52 1.143
65 H -21.574 5.933 -12.362  C53 1.116
66 H -23.209 5.905 -11.922  C53 1.102
67 H -22.721 2.594 -12.864  C55 1.075
68 H -22.159 4.127 -13.703  C55 1.063
69 H -23.764 4.106 -13.170  C55 1.126
70 C -32.035 5.810 -17.007  O71 1.472, H79 1.094, H80 1.074, H81 1.116
71 O -30.807 6.593 -16.791  C70 1.472, C72 1.414
72 C -29.721 5.753 -16.454  O71 1.414, C73 1.478, H82 1.100, H83 1.154
73 C -28.552 5.684 -17.356  C72 1.478, O74 1.424, H84 1.119, H85 1.102
74 O -27.936 6.967 -17.408  C73 1.424, C75 1.405
75 C -27.488 7.332 -18.688  O74 1.405, C76 1.494, H86 1.088, H87 1.122
76 C -27.087 8.770 -18.718  C75 1.494, O77 1.356, H88 1.154, H89 1.112
77 O -26.029 9.045 -17.915  C76 1.356, C78 1.426
78 C -25.720 10.434 -18.012  O77 1.426, H90 1.085, H91 1.090, H92 1.163
79 H -32.211 5.171 -16.137  C70 1.094
80 H -31.946 5.186 -17.876  C70 1.074
81 H -32.861 6.558 -17.070  C70 1.116
82 H -29.953 4.689 -16.300  C72 1.100
83 H -29.288 6.148 -15.459  C72 1.154
84 H -28.927 5.435 -18.381  C73 1.119
85 H -27.883 4.827 -17.176  C73 1.102
86 H -28.260 7.357 -19.455  C75 1.088
87 H -26.753 6.580 -19.081  C75 1.122
88 H -28.027 9.378 -18.438  C76 1.154
89 H -26.818 9.042 -19.762  C76 1.112
90 H -26.640 11.001 -17.917  C78 1.085
91 H -25.320 10.634 -19.006  C78 1.090
92 H -25.075 10.846 -17.136  C78 1.163
93 C -27.320 3.626 -8.653  O94 1.411, H102 1.064, H103 1.049, H104 1.085
94 O -27.465 3.997 -10.007  C93 1.411, C95 1.388
95 C -26.338 3.590 -10.705  O94 1.388, C96 1.532, H105 1.108, H106 1.081
96 C -26.530 2.214 -11.353  C95 1.532, O97 1.433, H107 1.107, H108 1.108
97 O -27.561 2.081 -12.339  C96 1.433, C98 1.415
98 C -27.532 3.135 -13.283  O97 1.415, C99 1.504, H109 1.069, H110 1.089
99 C -28.383 2.689 -14.440  C98 1.504, O100 1.408, H111 1.130, H112 1.119
100 O -27.920 1.529 -15.092  C99 1.408, C101 1.459
101 C -28.907 0.458 -15.190  O100 1.459, H113 1.134, H114 1.118, H115 1.132
102 H -28.277 3.522 -8.198  C93 1.064
103 H -26.696 4.326 -8.182  C93 1.049
104 H -26.740 2.715 -8.552  C93 1.085
105 H -25.423 3.584 -10.081  C95 1.108
106 H -26.125 4.384 -11.407  C95 1.081
107 H -26.825 1.472 -10.586  C96 1.107
108 H -25.559 1.964 -11.824  C96 1.108
109 H -26.535 3.390 -13.570  C98 1.069
110 H -28.008 4.028 -12.881  C98 1.089
111 H -28.416 3.548 -15.174  C99 1.130
112 H -29.374 2.516 -13.951  C99 1.119
113 H -29.217 0.329 -14.107  C101 1.134
114 H -28.323 -0.400 -15.606  C101 1.118
115 H -29.809 0.660 -15.843  C101 1.132
116 Br -25.775 6.284 -14.333  C117 1.948
117 C -25.076 6.848 -16.062  Br116 1.948, C118 1.496, H120 1.083, H121 1.082
118 C -24.128 8.006 -16.035  C117 1.496, Br119 1.967, H122 1.104, H123 1.073
119 Br -22.459 7.492 -15.129  C118 1.967
120 H -25.937 7.162 -16.639  C117 1.083
121 H -24.599 5.971 -16.478  C117 1.082
122 H -24.534 8.849 -15.450  C118 1.104
123 H -23.937 8.279 -17.055  C118 1.073
124 Br -25.069 3.165 -16.455  C125 1.948
125 C -24.940 1.266 -16.040  Br124 1.948, C126 1.509, H128 1.114, H129 1.057
126 C -24.620 1.059 -14.580  C125 1.509, Br127 1.937, H130 1.045, H131 1.070
127 Br -24.306 -0.847 -14.436  C126 1.937
128 H -24.124 0.954 -16.730  C125 1.114
129 H -25.878 0.871 -16.328  C125 1.057
130 H -25.438 1.357 -14.001  C126 1.045
131 H -23.745 1.618 -14.321  C126 1.070
132 Br -29.412 -0.676 -4.451  C133 1.952
133 C -27.883 -0.250 -5.586  Br132 1.952, C134 1.490, H136 1.082, H137 1.113
134 C -27.674 -1.284 -6.640  C133 1.490, Br135 1.898, H138 1.097, H139 1.083
135 Br -26.521 -0.723 -8.040  C134 1.898
136 H -27.041 -0.268 -4.907  C133 1.082
137 H -28.145 0.697 -6.107  C133 1.113
138 H -28.623 -1.468 -7.159  C134 1.097
139 H -27.231 -2.211 -6.297  C134 1.083
140 Br -22.449 7.228 -3.545  C141 1.999
141 C -22.940 7.963 -5.338  Br140 1.999, C142 1.542, H144 1.084, H145 1.076
142 C -23.162 6.742 -6.252  C141 1.542, Br143 1.979, H146 1.079, H147 1.149
143 Br -24.378 7.175 -7.752  C142 1.979
144 H -22.205 8.694 -5.653  C141 1.084
145 H -23.882 8.459 -5.175  C141 1.076
146 H -23.681 5.937 -5.757  C142 1.079
147 H -22.223 6.272 -6.718  C142 1.149
148 Br -30.212 5.348 -11.064  C149 1.929
149 C -31.952 6.180 -11.029  Br148 1.929, C150 1.501, H152 1.086, H153 1.090
150 C -32.999 5.143 -10.743  C149 1.501, Br151 1.915, H154 1.072, H155 1.068
151 Br -32.812 3.542 -11.777  C150 1.915
152 H -32.148 6.557 -12.028  C149 1.086
153 H -31.998 7.060 -10.387  C149 1.090
154 H -33.907 5.544 -11.149  C150 1.072
155 H -33.124 4.780 -9.747  C150 1.068
156 Br -30.340 -0.977 -11.345  C157 1.986
157 C -30.772 0.938 -11.041  Br156 1.986, C158 1.479, H160 1.061, H161 1.086
158 C -29.742 1.576 -10.193  C157 1.479, Br159 1.867, H162 1.129, H163 1.110
159 Br -29.952 1.268 -8.363  C158 1.867
160 H -31.750 0.803 -10.652  C157 1.061
161 H -30.794 1.342 -12.049  C157 1.086
162 H -29.758 2.698 -10.322  C158 1.129
163 H -28.726 1.318 -10.557  C158 1.110

Computed properties:
Kohn-Sham gap (eV): 9.66
Highest occupied orbital energy (eV): -9.40
Electronic energy (a.u.): -33673.068615
SMILES: COCCOCCOC.COCCOCCOC.COCCOCCOC.COCCOCCOC.COCCOCCOC.BrCCBr.BrCCBr.BrCCBr.BrCCBr.BrCCBr.BrCCBr
Charge: 0
Molar mass (g/mol): 1798.05

=====

Taking the records one at a time from the top gives LUMO level values of 0.0107; 0.0095 Ha.